w.
13
Properties=species:S:1:pos:R:3 method="wB97M-V/def2-TZVPD" lumo_ev=0.20 gap_ev=8.78 homo_ev=-8.577
C 0.5045 -1.3247 -1.4946
C -1.1749 1.5103 0.2448
C 0.6935 -0.6641 0.7915
H 0.2017 -0.8076 -2.4559
H -0.1962 -2.2523 -1.4015
H 1.5282 -1.6520 -1.5616
H -1.9221 2.3308 0.0231
H -0.4078 2.5776 1.9946
N 0.3272 -0.2477 -0.3891
N -0.8544 0.5342 -0.5913
N -0.4397 1.7136 1.3335
S 0.2210 0.2604 2.1518
S 1.5190 -1.9785 1.3549

---

x.
13
Properties=species:S:1:pos:R:3 method="wB97M-V/def2-TZVPD" lumo_ev=-0.78 gap_ev=7.90 homo_ev=-8.683
C 0.2951 -2.8505 0.0254
C 0.1351 -0.3183 -0.4957
C -0.7675 2.9730 -0.4029
H 0.7628 0.4378 1.7643
H 0.5194 -3.1901 1.1234
H 0.2977 -0.7107 -1.4416
H -1.0859 3.8375 -1.2081
H -0.8323 3.0821 0.6582
N 0.0551 -1.4636 0.2797
N 0.2839 0.8473 0.0764
N 0.1317 1.9455 -0.8832
S -0.5183 -1.0711 1.8673
S 0.7231 -3.5190 -1.3631

---

Least stable of them? x.

---

w.
21
Properties=species:S:1:pos:R:3 method="wB97M-V/def2-TZVPD" lumo_ev="0.65 / 0.65" gap_ev="9.65 / 9.65" homo_ev="-9.003 / -9.002"
C 0.3971 -2.2679 1.2081
C -0.3008 -0.0507 -0.8956
C 0.7844 1.0140 -0.7762
C 0.0958 0.4840 0.4079
C -1.6675 0.2689 -1.4537
C 2.2282 0.6711 -1.0503
N -0.7387 -2.6048 1.3282
N -0.2971 0.8407 1.5640
O 0.1829 1.6597 2.3437
O 1.5380 -2.1620 1.0451
O -1.4045 0.0887 2.0817
H 0.0443 -1.0489 -1.1431
H 0.5157 2.0255 -1.0702
H -1.9709 1.2775 -1.1857
H -2.4057 -0.4286 -1.0619
H -1.6565 0.1848 -2.5385
H 2.4855 -0.2873 -0.6032
H 2.8811 1.4366 -0.6296
H 2.4019 0.6160 -2.1269
H -1.5366 0.4023 2.9936
H -1.5766 -2.1197 1.5627

---

x.
21
Properties=species:S:1:pos:R:3 method="wB97M-V/def2-TZVPD" lumo_ev="-0.90 / 0.00" gap_ev="6.06 / 7.94" homo_ev="-6.963 / -7.944"
C 0.4524 0.8953 -1.3555
C 1.2022 -1.1414 0.5483
C 1.7439 -1.5754 -0.8668
C -0.3126 0.7696 -0.1479
C -1.5327 -0.2101 -0.2201
C -0.6920 2.1390 0.2830
N 0.8191 0.2103 0.6751
N 0.9172 -1.2572 -1.9028
O 1.5298 1.0695 1.3214
O 1.3001 1.4846 -1.8890
O 0.2310 -2.1051 -2.4807
H 0.2912 -1.7113 0.7286
H 1.8536 -1.3042 1.3461
H 2.7947 -0.9311 -0.9959
H 1.9551 -2.7267 -0.7985
H -2.3303 0.1415 -0.9447
H -2.2320 -0.1786 0.6746
H -1.0444 -1.1249 -0.5631
H -0.4308 2.1536 1.3620
H -1.7567 2.3739 0.1470
H -0.0468 2.9302 -0.2702

---

Least stable of them? x.

---

w.
10
Properties=species:S:1:pos:R:3 method="wB97M-V/def2-TZVPD" lumo_ev=-0.03 gap_ev=7.97 homo_ev=-8.001
C 1.5412 -0.1727 -0.1089
C 1.1715 1.1431 0.0218
C -0.7669 0.1699 -0.0246
H 3.2921 -0.2798 0.5039
H 1.7773 1.9597 0.0956
H 0.0588 -1.6319 -0.3683
N 0.2438 -0.6876 -0.0977
O 2.6132 -0.8871 0.0660
O -0.1832 1.3424 -0.0496
S -2.3719 -0.3574 0.0620

---

x.
10
Properties=species:S:1:pos:R:3 method="wB97M-V/def2-TZVPD" lumo_ev=0.16 gap_ev=8.50 homo_ev=-8.332
C -1.5263 -0.0111 -0.1188
C -1.1213 1.2486 -0.0227
C 0.8102 0.0966 0.2335
H -3.3684 -0.3772 0.0475
H -1.7068 2.1966 -0.4676
H -0.4619 -1.6672 0.7024
N -0.3077 -0.7230 0.1504
O -2.6235 -0.9164 -0.1083
O 0.2840 1.2868 0.1369
S 2.3395 -0.3787 -0.1322

---

y.
10
Properties=species:S:1:pos:R:3 method="wB97M-V/def2-TZVPD" lumo_ev="-1.52 / -0.78" gap_ev="7.34 / 8.06" homo_ev="-8.866 / -8.848"
C 0.2729 -1.0713 0.5829
C -0.8786 -0.8679 -0.1472
C 1.1890 -0.0652 0.5866
N 0.3981 1.3814 -0.1134
O 1.0530 2.3534 -0.4153
O -2.0538 1.1491 -1.3653
S -0.7697 0.4930 -1.2305
H 0.4270 -1.9791 1.1538
H -1.7263 -1.5250 -0.1759
H 2.0884 0.1316 1.1243

---

Least stable of them? y.

---

w.
10
Properties=species:S:1:pos:R:3 method="wB97M-V/def2-TZVPD" lumo_ev=-0.09 gap_ev=10.14 homo_ev=-10.225
C -0.0137 -0.0192 0.4981
C -0.5087 0.9197 -0.5389
C -0.3304 -1.2911 -0.1799
H 1.8573 1.3675 1.2789
H -0.4590 0.0071 1.5007
H -0.4051 2.0159 -0.5070
N -0.9300 0.3922 -1.6040
O -0.8917 -1.0515 -1.4082
O -0.1425 -2.4268 0.2113
S 1.8238 0.0863 0.7490

---

x.
10
Properties=species:S:1:pos:R:3 method="wB97M-V/def2-TZVPD" lumo_ev="-0.93 / -0.20" gap_ev="7.42 / 8.06" homo_ev="-8.352 / -8.256"
C 1.8514 -1.0395 -0.6526
C 0.3167 -0.2655 0.9287
C 0.0309 -0.1310 -2.0359
N 0.9774 -0.9505 -1.6194
O 1.6843 -0.0605 -4.1812
O 1.5828 -0.5057 0.5266
S 0.7818 -0.8902 -3.4795
H -0.4980 -0.5581 0.4595
H 0.3100 -0.0943 2.0601
H -0.4640 0.7969 -1.6620

---

Least stable of them? x.

---

w.
10
Properties=species:S:1:pos:R:3 method="wB97M-V/def2-TZVPD" lumo_ev=-0.14 gap_ev=8.68 homo_ev=-8.820
C 1.3374 -0.7012 -0.0141
C 0.1276 -1.2740 0.0458
C -0.8129 -0.2057 0.2385
H -1.2753 2.0421 -0.5189
H 2.3411 -1.1608 -0.2185
H -0.0717 -2.3034 0.0082
N -0.0578 0.9179 0.3911
O -0.4258 2.1813 -0.0220
O 1.3057 0.6564 0.0530
S -2.4683 -0.1526 0.0370

---

x.
10
Properties=species:S:1:pos:R:3 method="wB97M-V/def2-TZVPD" lumo_ev=0.79 gap_ev=8.98 homo_ev=-8.189
C -0.5362 -0.5409 -0.1371
C 1.3499 0.7672 -0.0437
C 1.6857 -0.5346 0.0591
H -2.7104 1.2263 0.0896
H 1.7991 1.7887 0.1339
H 2.7181 -0.9804 0.1186
N -1.7100 -1.0033 -0.0239
O -0.1032 0.7257 -0.1208
O 0.6257 -1.3544 -0.0668
S -3.1186 -0.0944 -0.0088

---

Least stable of them? w.

---

w.
36
Properties=species:S:1:pos:R:3 method="wB97M-V/def2-TZVPD" total_charge=+1 lumo_ev="-3.50 / -10.62" gap_ev="10.40 / 3.22" multiplicity=2 homo_ev="-13.896 / -13.845"
O 1.1999 0.2774 2.0966
H 0.4528 0.5862 2.6092
H 1.2557 -0.6578 2.2931
O -1.7600 1.9320 -0.5534
H -1.3648 2.0376 -1.4187
H -1.3464 2.6080 -0.0165
O 2.4560 2.5342 0.6836
H 3.1754 2.3042 0.0955
H 2.1723 1.6984 1.0540
O -0.4394 -3.5047 -2.2879
H -0.9463 -3.3555 -1.4897
H -0.7702 -2.8543 -2.9074
O -1.2854 -2.6957 0.4147
H -0.4591 -2.6937 0.8980
H -1.8616 -3.2630 0.9269
O 0.2080 -0.2083 -0.3986
H -0.1581 -1.0656 -0.1814
H 0.5466 0.1255 0.4321
O -2.1733 0.8307 1.8777
H -1.9263 1.3282 1.0982
H -2.7660 1.4112 2.3552
O 0.9744 -2.4917 1.8424
H 0.6680 -2.3855 2.7430
H 1.9291 -2.4935 1.9123
O -3.0558 -0.5700 -0.5988
H -2.6445 -1.1527 0.0396
H -2.7523 0.3047 -0.3558
O 2.5760 -1.0387 -2.0411
H 2.0330 -0.9111 -1.2632
H 3.3664 -0.5271 -1.8685
O 0.1993 3.6426 0.0594
H 0.8078 3.0747 0.5320
H 0.6583 3.8647 -0.7507
O 0.4026 1.4862 -2.6559
H 0.2643 0.8301 -3.3389
H 0.3635 0.9921 -1.8370

---

x.
36
Properties=species:S:1:pos:R:3 method="wB97M-V/def2-TZVPD" total_charge=+1 lumo_ev="-3.37 / -10.18" gap_ev="10.37 / 3.51" multiplicity=2 homo_ev="-13.743 / -13.687"
O 0.2249 -0.4485 -0.4938
H 0.4084 -0.2554 0.4256
H -0.5849 -0.9584 -0.4749
O -1.0387 0.7371 2.5611
H -0.4839 1.4106 2.1674
H -1.1981 1.0482 3.4522
O -2.5820 0.6399 -1.2902
H -2.7837 -0.2549 -1.5638
H -3.0419 1.1933 -1.9214
O -1.0458 2.7838 0.2520
H -0.2094 2.6705 0.7034
H -1.0885 2.0506 -0.3619
O 2.0811 -0.3959 2.6865
H 2.0429 0.1922 3.4407
H 2.3858 0.1564 1.9666
O 1.2200 2.1875 1.6524
H 1.5746 2.7470 2.3434
H 1.9916 1.8453 1.2011
O 0.5045 1.5224 -2.6784
H 0.2744 0.8486 -2.0387
H 1.4498 1.4289 -2.7959
O 2.6514 -1.2014 -1.9589
H 1.8083 -1.1348 -1.5104
H 2.5893 -2.0098 -2.4677
O -3.1901 0.1720 1.1452
H -2.8985 0.4329 0.2716
H -2.4787 0.4416 1.7261
O -1.8263 -2.5932 -0.1787
H -1.5996 -3.0665 0.6218
H -2.7778 -2.6738 -0.2440
O -0.4977 -3.9013 -2.4995
H -1.0979 -3.4888 -1.8783
H -0.6783 -4.8381 -2.4218
O 3.0713 0.7194 0.3126
H 3.2735 0.4530 -0.5843
H 3.5499 1.5396 0.4330

---

y.
36
Properties=species:S:1:pos:R:3 method="wB97M-V/def2-TZVPD" total_charge=+1 lumo_ev="-3.45 / -10.70" gap_ev="10.30 / 3.05" multiplicity=2 homo_ev="-13.755 / -13.755"
O 0.9934 1.2435 -1.4870
H 1.7380 1.8746 -1.3821
H 0.2231 1.8828 -1.5100
O -0.8873 -1.5054 -2.0700
H -0.3890 -1.3356 -1.2748
H -0.5176 -2.1665 -2.6526
O 0.3028 -0.2221 -4.6805
H 0.5924 0.0081 -3.7861
H -0.0998 0.7504 -4.8775
O 2.5918 -3.2847 -1.1309
H 1.9055 -2.6473 -1.2384
H 2.3394 -4.1950 -1.2580
O 2.7149 3.3007 -0.6342
H 2.1997 4.1159 -0.4917
H 2.9991 3.3435 -1.5464
O -3.0770 0.0002 -2.0368
H -2.9987 -0.9460 -1.7678
H -2.6037 -0.0013 -2.8790
O -3.8403 -0.1405 2.1951
H -3.9155 -0.1211 1.2503
H -2.8869 0.1025 2.3550
O 0.1067 3.7457 1.5352
H -0.3393 2.9015 1.6935
H 1.0380 3.5838 1.5982
O 4.1853 -0.0162 1.6064
H 3.8491 -0.4209 2.3896
H 3.9444 0.9187 1.4720
O -2.0836 -2.1610 0.2978
H -1.8842 -3.0828 0.3712
H -1.9351 -1.6770 1.1247
O -0.1469 0.9651 2.9616
H 0.6296 1.0869 2.3917
H -0.5789 1.8133 3.0311
O -1.0746 -2.0779 3.3382
H -1.5750 -2.4265 4.1040
H -0.3660 -1.5784 3.7312

---

Least stable of them? y.